{"formula": "C3H10N3", "method": "ωB97M-V with the def2-TZVPD basis set", "total_energy_ev": -7734.1685, "e_lumo_ev": -3.61, "orbital_gap_ev": 10.138, "charge": 1, "e_homo_ev": -13.749, "symbols": ["C", "C", "C", "N", "N", "N", "H", "H", "H", "H", "H", "H", "H", "H", "H", "H"], "positions_angstrom": [[-1.164, -0.209, 0.280], [1.619, -0.776, 0.319], [0.873, 1.219, -0.924], [-1.407, -1.473, 0.253], [-1.819, 0.842, 0.365], [0.669, 0.429, 0.276], [2.508, -0.176, 0.732], [1.967, -1.143, -0.662], [1.215, -1.455, 0.989], [0.152, 2.022, -0.830], [0.781, 0.592, -1.831], [1.885, 1.539, -0.673], [-2.312, -1.909, 0.640], [-0.664, -2.187, 0.425], [-2.824, 0.865, 0.484], [-1.479, 1.819, 0.158]], "lowdin_charge": [-0.27, -0.07, -0.11, 0.19, 0.20, -0.11, 0.13, 0.09, 0.04, 0.07, 0.11, 0.11, 0.19, 0.14, 0.15, 0.16]}

***

{"formula": "C3H10N3", "method": "ωB97M-V with the def2-TZVPD basis set", "total_energy_ev": -7732.3265, "e_lumo_ev": [-6.21, -6.21], "orbital_gap_ev": [6.019, 6.021], "charge": 1, "e_homo_ev": [-12.230, -12.230], "symbols": ["C", "C", "C", "N", "N", "N", "H", "H", "H", "H", "H", "H", "H", "H", "H", "H"], "positions_angstrom": [[1.263, -1.689, 0.939], [0.639, -1.396, -0.181], [1.477, 0.876, -0.365], [-2.123, 0.167, -0.014], [-2.690, 1.274, -0.088], [0.388, -0.131, -0.581], [1.456, -0.944, 1.695], [1.389, -2.729, 1.225], [0.150, -2.222, -0.754], [2.403, 0.390, -0.150], [1.505, 1.417, -1.336], [1.377, 1.551, 0.542], [-2.497, 2.009, 0.631], [-3.359, 1.201, -0.866], [-0.211, 0.194, -1.387], [-1.167, 0.032, 0.688]], "lowdin_charge": [0.02, -0.30, -0.07, 0.13, 0.12, -0.15, 0.07, 0.07, 0.14, 0.07, 0.10, 0.10, 0.19, 0.17, 0.14, 0.20]}

***

{"formula": "C3H10N3O", "method": "ωB97M-V with the def2-TZVPD basis set", "total_energy_ev": -9784.3162, "e_lumo_ev": -3.01, "orbital_gap_ev": 10.949, "smiles": "NCCOC(N)=[NH2+]", "charge": 1, "e_homo_ev": -13.963, "symbols": ["C", "C", "C", "N", "N", "N", "O", "H", "H", "H", "H", "H", "H", "H", "H", "H", "H"], "positions_angstrom": [[1.616, 0.589, 0.389], [0.515, 1.202, -0.525], [-1.388, -0.071, -0.055], [-0.914, -1.156, -0.581], [-2.631, -0.119, 0.460], [1.743, -0.883, 0.263], [-0.807, 1.143, -0.113], [2.712, 1.070, 0.273], [1.288, 0.812, 1.412], [0.527, 2.307, -0.544], [0.628, 0.825, -1.578], [0.107, -1.238, -0.584], [-1.470, -1.941, -0.473], [-3.241, -0.719, 0.135], [-2.974, 0.801, 0.745], [2.497, -1.176, -0.346], [1.791, -1.445, 1.120]], "lowdin_charge": [-0.19, -0.18, -0.38, 0.26, 0.26, -0.03, 0.05, 0.17, 0.12, 0.15, 0.15, 0.09, 0.12, 0.07, 0.16, 0.09, 0.11]}

***

{"formula": "C3H10N3O", "method": "ωB97M-V with the def2-TZVPD basis set", "total_energy_ev": -9784.1581, "e_lumo_ev": -3.42, "orbital_gap_ev": 9.382, "charge": 1, "e_homo_ev": -12.805, "symbols": ["C", "C", "N", "N", "H", "H", "H", "H", "H", "H", "H", "C", "N", "O", "H", "H", "H"], "positions_angstrom": [[1.510, 0.084, 0.068], [1.022, -0.058, -1.189], [2.040, -0.418, -2.219], [0.737, 0.350, 1.142], [2.599, -0.096, 0.306], [0.004, 0.089, -1.484], [2.048, 0.284, -2.952], [2.976, -0.486, -1.809], [1.874, -1.303, -2.684], [-0.162, 0.841, 1.028], [1.225, 0.459, 2.053], [-2.765, 0.632, 0.987], [-2.592, -0.489, 1.785], [-1.902, 1.487, 0.788], [-3.790, 0.585, 0.433], [-3.175, -1.334, 1.646], [-1.647, -0.626, 2.102]], "lowdin_charge": [-0.19, -0.09, 0.17, 0.08, 0.15, 0.11, 0.16, 0.16, 0.16, 0.06, 0.13, -0.36, 0.11, -0.03, 0.16, 0.12, 0.08]}

***

{"formula": "C3H10N3O2", "method": "ωB97M-V with the def2-TZVPD basis set", "total_energy_ev": -11840.4935, "e_lumo_ev": 4.27, "orbital_gap_ev": 8.728, "charge": -1, "e_homo_ev": -4.457, "symbols": ["N", "C", "O", "O", "H", "H", "C", "C", "N", "N", "H", "H", "H", "H", "H", "H", "H", "H"], "positions_angstrom": [[1.963, 2.504, 0.884], [0.956, 1.484, 0.592], [1.148, 0.363, 1.164], [0.089, 1.755, -0.276], [1.529, 3.411, 0.671], [2.118, 2.468, 1.905], [-0.242, -1.362, -1.040], [-1.351, -1.110, 0.044], [-0.842, -1.546, 1.333], [-0.302, -0.385, -2.132], [0.725, -1.417, -0.526], [-0.443, -2.346, -1.518], [-1.470, -0.012, 0.058], [-2.330, -1.548, -0.214], [-1.583, -1.453, 2.056], [-0.147, -0.847, 1.555], [-0.190, 0.596, -1.728], [0.371, -0.554, -2.829]], "lowdin_charge": [0.06, -0.76, -0.10, -0.10, 0.05, 0.06, -0.30, -0.31, -0.04, -0.03, 0.09, 0.09, 0.08, 0.09, 0.06, 0.00, 0.05, 0.01]}

***

{"formula": "C3H10N3O2", "method": "ωB97M-V with the def2-TZVPD basis set", "total_energy_ev": -11826.1950, "e_lumo_ev": -3.54, "orbital_gap_ev": 10.201, "smiles": "CNN/[N+](O)=C/OC", "charge": 1, "e_homo_ev": -13.744, "symbols": ["C", "C", "C", "N", "N", "N", "O", "O", "H", "H", "H", "H", "H", "H", "H", "H", "H", "H"], "positions_angstrom": [[2.096, -0.279, 1.797], [-1.755, 1.700, -1.898], [-0.968, 0.105, -0.541], [-0.308, -0.941, -0.207], [0.048, -1.185, 1.042], [0.660, -0.053, 1.636], [-0.187, -1.995, -1.075], [-1.243, 0.379, -1.785], [2.458, 0.077, 0.843], [2.518, 0.260, 2.562], [2.355, -1.251, 1.852], [-1.538, 2.439, -1.111], [-2.741, 1.630, -2.309], [-1.182, 2.104, -2.863], [-1.175, 0.796, 0.336], [0.308, -2.171, 1.062], [0.410, 0.173, 2.577], [0.243, -1.786, -1.919]], "lowdin_charge": [-0.05, -0.03, -0.08, -0.14, 0.00, -0.06, 0.13, 0.00, 0.09, 0.07, 0.05, 0.11, 0.09, 0.15, 0.20, 0.18, 0.12, 0.16]}

***

{"formula": "C3H10N3O3S", "method": "ωB97M-V with the def2-TZVPD basis set", "total_energy_ev": -24710.6381, "e_lumo_ev": [-3.48, -6.06], "orbital_gap_ev": [8.298, 8.499], "charge": 1, "multiplicity": 3, "e_homo_ev": [-11.775, -14.556], "s_squared": 2.009, "symbols": ["C", "C", "C", "N", "N", "N", "O", "O", "O", "S", "H", "H", "H", "H", "H", "H", "H", "H", "H", "H"], "positions_angstrom": [[-1.919, 1.426, 1.614], [3.135, -1.442, -1.602], [1.799, -0.668, -1.758], [-3.028, 1.942, 1.165], [-1.448, 1.638, 2.885], [-1.322, 0.396, 0.913], [-0.772, -1.065, -1.322], [0.669, -3.076, -1.832], [-0.221, -0.143, 1.281], [0.505, -1.837, -1.270], [3.366, -1.602, -0.564], [2.940, -2.386, -2.208], [4.010, -0.883, -2.061], [1.430, -0.404, -2.658], [1.705, 0.167, -1.086], [-3.682, 2.328, 1.828], [-3.461, 1.821, 0.254], [-1.618, 2.430, 3.485], [-0.603, 1.056, 3.029], [-1.487, 0.305, -0.093]], "lowdin_spin": [0.05, 0.00, 0.12, 0.06, 0.03, 0.24, 0.21, 0.23, 0.62, 0.40, 0.00, 0.00, 0.00, 0.01, 0.00, 0.00, 0.00, 0.00, 0.00, 0.00]}

***

{"formula": "C3H10N3S", "method": "ωB97M-V with the def2-TZVPD basis set", "total_energy_ev": -18567.3807, "e_lumo_ev": [-7.60, -7.60], "orbital_gap_ev": [3.994, 4.005], "charge": 1, "e_homo_ev": [-11.596, -11.602], "symbols": ["C", "C", "C", "N", "N", "N", "S", "H", "H", "H", "H", "H", "H", "H", "H", "H", "H"], "positions_angstrom": [[1.231, -1.087, -0.128], [-2.102, -1.107, 0.015], [-0.940, -0.183, 0.449], [1.970, -2.193, -0.215], [2.291, 3.376, -0.610], [0.220, -1.051, 0.704], [1.160, 2.818, -1.671], [-1.999, -1.435, -1.114], [-2.088, -1.999, 0.780], [-3.018, -0.439, -0.054], [-1.232, 0.505, 1.206], [-0.646, 0.575, -0.251], [1.561, -3.125, 0.091], [2.746, -2.092, -0.854], [3.282, 3.442, -0.950], [1.885, 3.867, 0.208], [0.004, -1.625, 1.476]], "lowdin_charge": [-0.17, -0.09, -0.28, 0.08, -0.33, -0.03, 0.83, 0.11, 0.11, 0.08, 0.10, 0.06, 0.15, 0.09, 0.10, 0.08, 0.12]}